# C45H48CsN5O2P2S2

A structure of composition C45H48CsN5O2P2S2 (ωB97M-V/def2-TZVPD, the OMol25 dataset).

Properties
HOMO energy = -2.84 eV
total charge = -2
ΔE to the lowest compared entry with this formula, charge and spin = 5.33 kcal/mol
E_tot = -99789.799 eV
gap between HOMO and LUMO = 6.224 eV

Each line ends with the Mulliken charge.
Cartesian coordinates (Å):
H1 -2.856 2.991 7.194  0.340
H2 -0.381 4.761 1.515  0.446
H3 6.196 -4.058 0.172  0.387
N1 3.538 0.398 0.624  -0.385
H4 -2.516 6.968 1.730  0.363
C1 0.946 1.799 2.435  -0.362
H5 2.304 -3.827 -2.542  0.118
H6 -2.596 4.709 5.364  0.266
C2 -4.162 0.192 -0.645  0.068
H7 -1.951 6.742 4.133  0.363
C3 2.143 2.467 -5.983  -0.781
H8 2.534 2.954 -6.867  0.348
H9 0.718 3.167 -2.971  0.341
H10 2.425 2.274 -0.580  0.274
C4 1.146 -7.376 -0.773  -0.457
C5 -2.334 -0.984 -3.741  -1.195
C6 1.126 2.590 -3.795  -0.283
Cs1 0.962 -1.616 -0.910  1.431
C7 -1.608 0.871 4.885  -0.475
C8 -2.353 2.944 -1.166  -1.399
C9 1.354 -3.305 -4.416  -1.278
H11 -1.881 0.435 3.931  0.289
C10 2.120 -8.177 -0.200  -0.670
C11 1.541 -4.226 -3.220  -0.343
H12 2.162 -1.399 -5.761  0.000
H13 -4.191 0.288 0.444  -0.078
H14 3.665 -1.520 2.545  0.401
H15 -3.089 -1.720 -3.456  0.293
C12 -2.152 2.316 6.722  -0.308
H16 4.064 -8.154 0.724  0.375
H17 -4.225 3.028 1.797  0.271
H18 1.918 -5.200 -3.558  0.487
N2 0.273 -4.415 -2.529  -0.275
H19 0.903 1.056 3.220  0.382
H20 -2.203 2.958 -2.247  0.312
H21 0.430 -3.606 -4.923  0.225
C13 0.180 2.952 2.506  -0.426
C14 -2.810 4.786 4.304  -0.468
N3 1.227 -1.910 -4.017  0.377
H22 -3.653 5.105 0.560  0.367
H23 4.957 -3.656 2.303  0.356
C15 -2.460 5.937 3.616  -0.497
H24 0.224 -0.229 5.069  0.557
H25 -5.017 -1.092 -2.180  0.272
C16 1.126 1.163 -3.632  -0.285
C17 1.826 2.494 0.293  -0.212
H26 -0.676 1.664 -0.745  -0.455
C18 1.051 3.638 0.367  -0.629
C19 1.782 1.586 1.348  0.199
C20 -2.476 0.318 -2.954  -0.047
C21 3.446 -6.190 0.188  -0.544
C22 -0.107 1.049 6.760  -0.620
H27 0.229 -7.829 -1.142  0.379
C23 1.681 -1.044 -4.831  -0.851
C24 -2.776 6.063 2.267  -0.620
C25 -3.458 3.737 3.656  0.235
H28 -3.424 3.022 -0.971  0.354
C26 2.454 -5.326 -0.378  0.233
C27 3.280 -7.555 0.271  -0.530
H29 1.059 4.338 -0.460  0.323
C28 -3.740 3.857 2.301  -0.097
N4 2.540 0.376 1.354  0.178
P1 -2.381 0.061 -1.121  -0.180
C29 1.615 3.210 -4.917  -0.574
H30 2.535 0.494 -6.689  0.285
C30 -0.434 0.502 5.527  -0.362
C31 -2.477 1.786 5.476  0.160
P2 -4.040 2.277 4.623  0.786
H31 -0.788 -5.398 -1.150  0.371
C32 2.141 1.092 -5.871  -0.557
C33 0.239 3.875 1.470  -0.299
C34 1.644 0.413 -4.751  0.872
H32 -6.004 -0.957 -0.722  0.416
H33 -3.408 0.836 -3.206  0.499
H34 -4.539 -1.945 -0.713  0.328
S1 -4.561 0.824 3.382  -0.580
C35 5.594 -2.176 -0.656  -0.327
O1 0.692 0.638 -2.565  -0.210
C36 1.304 -6.000 -0.918  0.766
S2 -5.311 2.987 5.973  -0.585
C37 4.961 -2.913 1.516  -0.374
H35 0.809 0.757 7.260  0.371
C38 -0.970 1.958 7.356  -0.637
H36 6.104 -2.325 -1.601  0.404
O2 2.571 -4.059 -0.378  -0.496
H37 -0.479 3.113 3.351  0.408
H38 4.343 -5.725 0.582  0.115
C39 -4.977 -1.019 -1.090  -1.378
H39 -1.352 -1.427 -3.571  0.131
H40 -1.642 0.973 -3.213  -0.169
H41 -0.729 2.379 8.326  0.364
H42 1.985 -9.248 -0.117  0.338
N5 4.924 -1.033 -0.530  -0.461
H43 -4.595 1.107 -1.060  0.247
C40 0.215 -5.230 -1.555  -0.705
H44 -2.431 -0.801 -4.815  0.412
C41 4.244 -1.741 1.660  -0.129
H45 2.187 -3.440 -5.124  0.512
H46 -1.879 1.712 0.548  -0.007
C42 4.256 -0.844 0.598  0.027
C43 5.650 -3.139 0.336  -0.230
H47 -1.881 3.840 -0.754  0.323
H48 1.592 4.294 -4.977  0.386
C44 -1.749 1.692 -0.539  1.149
C45 -3.414 5.021 1.613  -0.445

Cartesian forces (eV/Å) of the 3 atoms listed first:
H 0.0 0.0 0.0
H 0.0 0.0 0.0
H 0.0 0.0 0.0

***

# C45H49HfNO3Sb2

A structure of composition C45H49HfNO3Sb2 at a distorted geometry (ωB97M-V/def2-TZVPD, the OMol25 dataset).

Properties
HOMO energy = -13.29 eV
total charge = +2
ΔE to the lowest compared entry with this formula, charge and spin = 0.00 kcal/mol
E_tot = -69465.429 eV
gap between HOMO and LUMO = 7.604 eV

Each line ends with the Mulliken charge.
Cartesian coordinates (Å):
H1 3.459 -5.386 -3.369  0.448
H2 3.098 1.603 3.454  0.382
H3 -5.395 -1.703 0.944  0.473
C1 2.348 1.920 2.732  -1.129
H4 1.111 -3.963 -0.104  0.478
C2 -2.795 1.980 -3.364  -0.663
C3 -4.148 2.253 -3.347  -0.665
C4 -0.760 5.792 2.268  -0.761
C5 -2.229 5.266 -0.029  -0.343
C6 1.888 -4.007 -3.880  -1.018
H5 4.585 -1.495 -2.051  0.512
H6 1.839 2.818 3.081  0.555
H7 7.135 -0.403 3.890  0.437
Sb1 0.878 0.414 2.577  0.073
H8 5.550 -0.060 5.772  0.431
H9 -0.479 3.681 2.392  0.061
C7 -3.911 -1.792 -3.371  -0.813
C8 3.360 -1.141 3.406  0.300
C9 4.255 -1.358 2.352  0.874
H10 6.307 -1.265 1.742  0.423
H11 -0.182 5.991 3.162  0.451
N1 -1.839 -0.356 0.664  1.490
C10 -1.820 2.755 0.273  1.904
C11 5.607 -1.081 2.550  -0.830
C12 -4.117 0.003 1.171  -0.984
C13 -0.891 -2.486 -0.053  -1.206
C14 -4.747 2.666 -2.158  -1.119
H12 -0.919 0.125 4.573  0.475
H13 -0.684 1.855 4.223  0.373
C15 -2.689 -1.516 -2.766  0.307
C16 -4.325 -3.104 -3.546  -0.611
C17 -2.043 2.124 -2.197  -0.055
C18 -1.323 6.844 1.551  -0.639
C19 0.846 -3.230 -3.405  -0.517
C20 -3.505 -4.144 -3.117  -1.101
H14 -1.802 1.924 2.264  -0.089
H15 -5.807 2.886 -2.134  0.466
H16 -4.475 3.174 -0.107  0.484
C21 1.318 -3.951 -1.167  0.043
H17 -2.315 1.654 -4.278  0.434
C22 -0.580 -2.289 -1.574  3.661
H18 3.386 -0.521 -2.927  0.446
H19 -2.481 7.390 -0.166  0.456
C23 2.369 -4.737 -1.642  -0.990
H20 5.343 0.460 -0.494  0.442
H21 -2.389 -0.487 -2.634  -0.180
H22 1.402 -1.614 4.184  0.841
O1 -0.151 -0.920 -1.740  0.115
H23 -5.273 -3.321 -4.020  0.469
H24 -0.979 1.936 -2.268  0.904
C24 -2.828 0.481 1.076  0.594
C25 0.551 -3.192 -2.041  -0.430
O2 -0.496 2.217 0.086  -0.532
H25 -2.791 5.087 -0.936  0.447
C26 -3.352 -2.180 0.505  -0.694
H26 -1.188 7.864 1.886  0.413
C27 6.079 -0.602 3.762  -0.745
C28 2.654 -4.767 -2.996  -0.577
H27 -3.813 -5.172 -3.258  0.454
H28 0.563 0.955 5.117  0.451
H29 2.977 -2.182 -2.430  0.003
C29 -2.481 1.922 1.409  -1.241
H30 -4.909 0.671 1.479  0.614
H31 4.206 1.766 -0.891  0.540
H32 3.157 -0.544 5.455  0.372
O3 1.314 1.480 -2.040  -0.611
H33 -4.538 -0.974 -3.707  0.479
Hf1 -0.021 0.398 -0.321  -0.020
H34 -3.387 2.432 1.736  0.704
C30 4.423 0.962 -0.191  -1.541
H35 -4.737 2.156 -4.250  0.514
C31 -2.284 -3.867 -2.521  -0.484
C32 -1.867 -2.548 -2.340  -0.662
C33 5.193 -0.409 4.812  -0.621
C34 -2.080 -1.664 0.406  -0.020
H36 4.691 -2.240 0.441  0.884
H37 -0.017 -2.231 0.568  -0.298
H38 2.950 -5.333 -0.950  0.488
C35 3.522 -1.282 -2.160  -0.826
Sb2 2.915 -0.514 -0.295  0.755
C36 -1.685 4.211 0.687  -0.217
H39 4.550 1.358 0.811  0.430
C37 3.822 -1.921 1.019  -1.668
H40 2.816 2.139 1.779  0.244
H41 -3.533 -3.221 0.273  0.608
C38 -2.049 6.577 0.404  -0.949
H42 -1.647 -4.688 -2.209  0.491
H43 2.102 -4.034 -4.940  0.457
C39 -0.188 0.892 4.330  -1.343
C40 -2.619 2.554 -1.011  -0.119
C41 3.846 -0.682 4.628  -0.473
C42 -3.992 2.816 -1.010  -0.170
H44 1.362 2.428 -2.215  0.285
H45 1.645 -2.149 2.528  0.214
C43 -0.940 4.490 1.836  -0.131
C44 -4.381 -1.329 0.879  -1.044
H46 3.162 -2.783 1.113  0.600
H47 1.254 1.019 -2.888  0.237
C45 1.880 -1.358 3.238  -1.021
H48 0.247 -2.652 -4.100  0.464
H49 -1.093 -3.542 0.121  1.197

Cartesian forces (eV/Å) of the 3 atoms listed first:
H 0.0 0.0 0.0
H 0.0 0.1 0.0
H 0.0 0.0 0.0

***

What is the ΔE to the lowest compared entry with this formula, charge and spin in the second record?
0.00 kcal/mol